Formula: C33H35As2N3PPdSe2
Source: the OMol25 dataset
Level of theory: ωB97M-V with the def2-TZVPD basis set

As for the energy relative to the best compared isomer or geometry (same formula, charge and spin): 11.0 kcal/mol. Its total charge is +1. For the HOMO energy, the calculation gives -10.28 eV. The HOMO-LUMO gap is 7.399 eV.

Element x y z (Å)
Pd 0.019 0.010 0.065
C 0.387 2.200 2.892
As 1.389 1.309 1.489
C 2.748 0.405 2.526
C 2.390 2.738 0.640
C 3.086 3.608 1.481
C 3.867 4.623 0.957
C 3.961 4.768 -0.419
C 3.272 3.905 -1.255
C 2.472 2.879 -0.750
As 1.499 1.691 -2.000
C 3.053 0.783 -2.762
C 1.185 2.968 -3.453
H 1.056 2.760 3.542
H -0.123 1.433 3.473
H -0.351 2.872 2.462
H 3.188 1.105 3.234
H 3.520 0.019 1.864
H 2.287 -0.427 3.055
H 3.022 3.493 2.556
H 4.401 5.294 1.618
H 4.573 5.553 -0.843
H 3.365 4.039 -2.325
H 3.807 1.502 -3.079
H 2.723 0.197 -3.619
H 3.480 0.106 -2.025
H 2.107 3.361 -3.876
H 0.567 3.790 -3.095
H 0.639 2.443 -4.236
Se 1.772 -1.687 -0.058
P 0.083 -3.068 -0.127
Se -1.450 -1.755 -0.932
C 0.413 -4.504 -1.157
C 0.429 -5.788 -0.614
C 0.689 -6.874 -1.436
C 0.928 -6.678 -2.789
C 0.911 -5.399 -3.329
C 0.654 -4.308 -2.515
C -0.283 -3.684 1.529
C 0.762 -3.893 2.427
C 0.497 -4.440 3.673
C -0.805 -4.772 4.023
C -1.847 -4.554 3.133
C -1.588 -4.010 1.883
H 0.238 -5.943 0.439
H 0.703 -7.872 -1.019
H 1.126 -7.528 -3.429
H 1.096 -5.253 -4.384
H 0.636 -3.307 -2.930
H 1.776 -3.621 2.159
H 1.307 -4.604 4.371
H -1.010 -5.196 4.998
H -2.866 -4.778 3.414
H -2.401 -3.825 1.190
C -2.272 3.722 -0.042
C -1.292 2.757 -0.050
N -1.563 1.455 0.135
C -2.827 1.086 0.340
C -3.887 1.993 0.366
C -3.586 3.332 0.157
C -5.306 1.612 0.490
C -5.928 0.576 1.057
C -5.427 -0.562 1.845
C -6.264 -1.657 2.034
C -5.779 -2.705 2.793
N -4.566 -2.685 3.336
C -3.849 -1.587 3.111
N -4.211 -0.527 2.400
H -2.007 4.758 -0.205
H -0.257 3.023 -0.219
H -3.002 0.031 0.468
H -4.382 4.067 0.143
H -5.966 2.332 0.015
H -7.006 0.560 0.937
H -7.255 -1.686 1.604
H -6.380 -3.589 2.974
H -2.858 -1.559 3.552